Here is C18H38BeF6N4O10S4 as an isolated structure from OMol25. Energies are from wB97M-V/def2-TZVPD.

Kohn-Sham gap	7.10	eV
DFT total energy	-3886.50077	Ha
HOMO	-3.65	eV
total charge	-2

Geometry (Å):
1 Be 1.453 -19.750 -19.435
2 F 3.020 -20.685 -17.848
3 F 3.672 -19.547 -20.622
4 N 0.944 -22.446 -15.799
5 S 0.171 -20.937 -15.761
6 O -0.598 -20.559 -14.624
7 O -0.096 -20.306 -17.040
8 F 1.542 -20.159 -15.455
9 S -0.440 -23.171 -15.850
10 O -1.432 -22.878 -16.837
11 O -0.924 -23.601 -14.545
12 F 0.116 -24.606 -16.357
13 N 0.909 -21.974 -19.858
14 S 1.918 -23.344 -19.760
15 O 1.839 -24.370 -20.787
16 O 2.272 -23.649 -18.406
17 F 3.200 -22.598 -20.398
18 S -0.321 -22.783 -20.152
19 O -0.736 -23.867 -19.288
20 O -0.601 -22.813 -21.590
21 F -1.364 -21.582 -19.773
22 C -1.934 -18.034 -18.493
23 C -0.995 -16.922 -18.002
24 C -1.047 -17.018 -16.477
25 C 0.008 -16.184 -15.740
26 C 1.379 -16.522 -16.297
27 C 1.451 -16.324 -17.805
28 N 0.396 -17.167 -18.408
29 O 0.578 -17.340 -19.782
30 C 1.317 -14.804 -18.127
31 C 2.882 -16.724 -18.270
32 C -1.458 -15.557 -18.587
33 H -1.515 -18.467 -19.404
34 H -2.968 -17.727 -18.645
35 H -1.992 -18.884 -17.813
36 H -2.050 -16.690 -16.182
37 H -1.094 -18.041 -16.102
38 H -0.018 -16.354 -14.663
39 H -0.361 -15.170 -15.913
40 H 1.624 -17.555 -16.039
41 H 2.189 -15.932 -15.862
42 H 1.072 -14.661 -19.180
43 H 0.560 -14.321 -17.513
44 H 2.283 -14.327 -17.957
45 H 3.159 -16.505 -19.301
46 H 3.644 -16.186 -17.704
47 H 2.977 -17.793 -18.062
48 H -1.716 -14.683 -17.984
49 H -2.406 -15.670 -19.125
50 H -0.902 -15.118 -19.418
51 H 0.105 -16.563 -20.120
52 C -1.159 -16.769 -22.543
53 C -0.899 -17.942 -23.543
54 C -0.350 -17.235 -24.827
55 C 0.223 -18.264 -25.840
56 C 1.127 -19.319 -25.123
57 C 0.633 -19.979 -23.856
58 N 0.014 -18.928 -23.034
59 O -0.416 -19.387 -21.774
60 C -0.433 -21.032 -24.312
61 C 1.841 -20.575 -23.114
62 C -2.286 -18.493 -23.887
63 H -1.437 -15.745 -22.818
64 H -1.758 -17.059 -21.682
65 H -0.171 -16.350 -22.300
66 H -1.095 -16.757 -25.468
67 H 0.412 -16.472 -24.662
68 H -0.503 -18.823 -26.436
69 H 0.869 -17.815 -26.596
70 H 2.014 -18.721 -24.893
71 H 1.403 -20.073 -25.862
72 H -1.208 -21.148 -23.553
73 H 0.095 -21.985 -24.345
74 H -0.967 -20.731 -25.212
75 H 1.667 -20.766 -22.058
76 H 2.716 -19.927 -23.154
77 H 2.104 -21.515 -23.602
78 H -3.055 -17.737 -24.058
79 H -2.085 -19.032 -24.813
80 H -2.793 -19.128 -23.158
81 H -1.132 -20.021 -21.937


Here is a 3-piece molecular cluster, C18H38BrFN2O11P2S2 overall from OMol25. Energies are from wB97M-V/def2-TZVPD.

Kohn-Sham gap	8.98	eV
DFT total energy	-5798.74217	Ha
SMILES string	C[C@H](Br)C[C@]1(CCC(N)=O)C(=O)O[C@@H](P(O)O)[C@]1(CCF)[PH2]=N.CCOS(C)(=O)=O.CCOS(C)(=O)=O
HOMO	-8.60	eV

Geometry (Å):
1 C 4.322 -0.861 -1.390
2 C 3.924 0.551 -0.881
3 Br 4.503 0.616 1.005
4 C 2.401 0.685 -0.987
5 C 1.855 2.146 -1.114
6 C 2.808 3.180 -1.672
7 C 3.784 3.756 -0.657
8 C 3.288 5.070 -0.065
9 N 3.951 5.483 1.132
10 O 2.415 5.691 -0.531
11 C 1.261 2.391 0.288
12 O 1.683 2.968 1.191
13 O 0.068 1.736 0.332
14 C -0.322 1.209 -0.971
15 P -2.195 1.341 -0.990
16 O -2.583 2.526 0.079
17 O -2.607 -0.043 -0.164
18 C 0.482 2.139 -1.872
19 C -0.270 3.497 -1.945
20 C -1.282 3.611 -3.097
21 F -2.257 4.500 -2.684
22 P 0.772 1.580 -3.626
23 N -0.356 0.625 -4.192
24 H 5.201 -1.217 -0.870
25 H 3.491 -1.551 -1.356
26 H 4.607 -0.739 -2.437
27 H 4.477 1.247 -1.493
28 H 2.090 0.045 -1.807
29 H 1.997 0.206 -0.102
30 H 3.403 2.677 -2.435
31 H 2.322 4.010 -2.175
32 H 4.005 3.102 0.182
33 H 4.744 3.984 -1.120
34 H 4.786 6.003 0.881
35 H 4.209 4.673 1.684
36 H -0.170 0.141 -1.098
37 H -3.511 2.741 -0.079
38 H -2.488 0.208 0.770
39 H -0.781 3.701 -1.010
40 H 0.404 4.340 -2.077
41 H -0.831 4.010 -3.997
42 H -1.800 2.673 -3.273
43 H 2.043 0.956 -3.625
44 H 0.971 2.768 -4.369
45 H 0.095 -0.255 -4.430
46 O 2.697 -3.155 2.118
47 S 2.095 -3.801 0.994
48 O 2.080 -3.170 -0.292
49 O 0.613 -4.225 1.375
50 C -0.267 -3.205 1.895
51 C -0.781 -2.288 0.805
52 C 2.755 -5.425 0.825
53 H 0.233 -2.641 2.684
54 H -1.099 -3.731 2.356
55 H 0.029 -1.685 0.391
56 H -1.535 -1.620 1.199
57 H -1.211 -2.863 -0.016
58 H 2.725 -5.917 1.793
59 H 3.783 -5.324 0.483
60 H 2.166 -5.968 0.091
61 O -4.595 -4.827 2.946
62 S -4.478 -3.589 2.241
63 O -3.420 -2.673 2.540
64 O -5.869 -2.818 2.319
65 C -6.446 -2.594 3.619
66 C -5.764 -1.462 4.363
67 C -4.490 -3.893 0.507
68 H -6.430 -3.518 4.200
69 H -7.489 -2.342 3.442
70 H -4.741 -1.725 4.630
71 H -6.306 -1.233 5.281
72 H -5.720 -0.567 3.743
73 H -5.319 -4.555 0.273
74 H -3.543 -4.367 0.255
75 H -4.584 -2.944 -0.014


Here is C18H38Cl2O7Si2 as an isolated structure from OMol25. Energies are from wB97M-V/def2-TZVPD.

Kohn-Sham gap	9.81	eV
DFT total energy	-2734.78838	Ha
HOMO	-9.23	eV
ΔE to the lowest compared entry with this formula, charge and spin	0.000	eV

Geometry (Å):
1 C 0.913 0.925 2.150
2 C 0.192 0.664 1.043
3 Si -0.069 -1.076 0.448
4 Cl 0.994 -2.313 1.729
5 C 0.598 -1.393 -1.278
6 C 1.160 -2.807 -1.522
7 C 2.596 -3.007 -1.108
8 O 3.037 -4.036 -0.667
9 O 3.357 -1.909 -1.270
10 O -1.671 -1.405 0.410
11 Si -2.425 -2.340 1.610
12 C -4.244 -1.974 1.424
13 C -4.651 -2.124 -0.060
14 C -6.167 -2.129 -0.276
15 C -6.835 -0.823 0.167
16 O -7.406 -0.973 1.468
17 C -2.096 -4.151 1.162
18 C -1.777 -5.176 2.270
19 C -0.399 -5.835 2.099
20 Cl -1.997 -4.546 3.937
21 H 1.755 0.292 2.413
22 H 0.669 1.734 2.833
23 H -0.260 1.489 0.494
24 H -0.237 -1.246 -1.968
25 H 1.353 -0.642 -1.512
26 H 1.122 -3.048 -2.589
27 H 0.590 -3.566 -0.990
28 H 4.231 -2.080 -0.891
29 H -1.859 -1.892 2.889
30 H -4.477 -0.956 1.744
31 H -4.835 -2.677 2.019
32 H -4.238 -3.040 -0.489
33 H -4.228 -1.277 -0.606
34 H -6.340 -2.271 -1.347
35 H -6.642 -2.959 0.251
36 H -7.622 -0.546 -0.536
37 H -6.071 -0.041 0.178
38 H -7.007 -0.333 2.061
39 H -3.003 -4.493 0.657
40 H -1.314 -4.158 0.400
41 H -2.513 -5.971 2.173
42 H 0.097 -5.991 3.054
43 H -0.540 -6.818 1.643
44 H 0.244 -5.273 1.423
45 C 3.931 1.382 -1.809
46 O 3.338 2.556 -1.299
47 C 3.694 2.800 0.051
48 C 3.574 4.267 0.389
49 O 4.634 5.070 -0.104
50 C 4.654 5.353 -1.494
51 C 3.616 6.357 -1.938
52 O 2.333 5.762 -2.025
53 C 1.291 6.701 -1.902
54 H 3.563 0.495 -1.287
55 H 3.660 1.306 -2.861
56 H 5.024 1.429 -1.731
57 H 4.723 2.469 0.240
58 H 3.015 2.231 0.701
59 H 3.639 4.356 1.476
60 H 2.602 4.659 0.082
61 H 4.591 4.440 -2.088
62 H 5.634 5.800 -1.673
63 H 3.894 6.741 -2.930
64 H 3.600 7.195 -1.231
65 H 1.364 7.252 -0.957
66 H 0.351 6.153 -1.915
67 H 1.295 7.415 -2.735


Here is C18H38F2IN3O6PtS2 as an isolated structure from OMol25. Energies are from wB97M-V/def2-TZVPD.

Kohn-Sham gap (spin up / spin down)	8.33 / 6.01	eV
DFT total energy	-2737.25933	Ha
⟨S²⟩	2.01
2S+1	3
HOMO (spin up / spin down)	-8.72 / -8.71	eV
ΔE to the lowest compared entry with this formula, charge and spin	1.149	eV

Geometry (Å):
1 Pt 1.023 -0.665 0.729
2 N 1.525 -1.710 -0.978
3 S 1.138 -1.958 -2.473
4 O 0.433 -3.187 -2.716
5 O 2.026 -1.481 -3.514
6 F -0.036 -0.854 -2.666
7 S 3.017 -2.633 -1.087
8 O 4.101 -2.021 -1.815
9 O 2.888 -4.065 -0.991
10 F 3.383 -2.280 0.422
11 I 2.572 0.157 2.875
12 C -0.674 4.606 0.536
13 C -0.434 3.663 -0.662
14 C -0.224 4.435 -1.964
15 C 1.190 5.042 -2.053
16 C 2.147 3.832 -2.097
17 C 2.059 2.947 -0.830
18 N 0.637 2.698 -0.507
19 O 0.472 1.818 0.595
20 C 2.696 1.605 -1.196
21 C 2.760 3.617 0.340
22 C -1.764 2.873 -0.842
23 H -1.679 5.030 0.509
24 H -0.006 5.469 0.531
25 H -0.621 4.055 1.480
26 H -0.323 3.675 -2.743
27 H -0.899 5.275 -2.133
28 H 1.363 5.661 -1.174
29 H 1.211 5.617 -2.976
30 H 3.178 4.206 -2.056
31 H 2.150 3.309 -3.053
32 H 3.683 1.718 -1.644
33 H 2.904 0.995 -0.301
34 H 2.048 0.912 -1.733
35 H 3.827 3.673 0.118
36 H 2.285 4.558 0.617
37 H 2.727 2.978 1.228
38 H -1.565 1.968 -1.416
39 H -2.440 3.441 -1.485
40 H -2.264 2.661 0.102
41 H 0.505 2.431 1.353
42 C -1.502 -3.646 3.176
43 C -0.615 -3.327 1.961
44 C -0.738 -4.429 0.924
45 C -2.012 -4.452 0.077
46 C -2.234 -3.100 -0.551
47 C -2.150 -1.920 0.453
48 N -0.932 -1.997 1.300
49 O -0.907 -0.994 2.299
50 C -2.106 -0.624 -0.360
51 C -3.454 -1.850 1.258
52 C 0.837 -3.283 2.416
53 H -2.543 -3.748 2.877
54 H -1.323 -2.952 3.997
55 H -1.284 -4.662 3.506
56 H 0.085 -4.441 0.199
57 H -0.654 -5.426 1.367
58 H -2.847 -4.649 0.764
59 H -2.041 -5.241 -0.672
60 H -3.215 -3.068 -1.027
61 H -1.457 -2.949 -1.304
62 H -2.530 0.238 0.150
63 H -1.088 -0.374 -0.663
64 H -2.657 -0.759 -1.292
65 H -3.514 -1.039 1.994
66 H -4.270 -1.530 0.604
67 H -3.790 -2.755 1.757
68 H 1.086 -4.212 2.934
69 H 1.023 -2.472 3.118
70 H 1.504 -3.227 1.556
71 H -1.692 -1.184 2.852


The evaluated maximum force for the records listed, in turn: 8.9 4.0 1.5 7.2 eV/Å.